A structure of composition C36H48BiN2O7. Source: OMol25; level of theory: ωB97M-V/def2-TZVPD.

Results
orbital gap (spin up / spin down) = 6.118 / 5.563 eV
E_HOMO (spin up / spin down) = -10.96 / -10.68 eV
total charge = +1

Each line ends with the Mulliken charge.
CARTESIAN COORDINATES (ANGSTROEM)
Bi -1.958 0.166 -1.461  1.61
C 2.233 1.355 4.630  -1.30
C 1.890 2.618 3.821  1.96
C 1.607 3.766 4.795  -2.29
C 3.097 3.016 2.956  -1.52
C 0.698 2.298 2.927  -1.22
C 0.832 1.395 1.911  0.08
C -0.246 1.109 1.047  -0.05
N -0.164 0.343 -0.048  -0.11
C 0.896 -0.344 -0.523  -1.39
C 1.888 -0.974 0.241  -0.83
C 2.955 -1.575 -0.374  -0.97
C 3.033 -1.513 -1.796  0.96
C 2.082 -0.958 -2.613  -0.98
C 0.941 -0.372 -1.978  2.18
O -0.022 0.189 -2.621  -1.40
C 2.213 -0.966 -4.136  2.01
C 2.250 0.483 -4.658  -1.60
C 3.510 -1.649 -4.574  -2.33
C 1.039 -1.737 -4.763  -1.48
C 3.999 -2.306 0.461  1.84
C 5.150 -2.858 -0.384  -2.22
C 3.319 -3.483 1.180  -1.65
C 4.581 -1.330 1.497  -1.53
C -1.530 1.804 1.222  1.15
O -2.461 1.577 0.396  -1.09
C -1.662 2.733 2.320  -0.81
C -0.575 2.924 3.121  0.25
C -2.969 3.501 2.537  2.23
C -3.205 4.434 1.332  -1.43
C -2.904 4.371 3.793  -2.22
C -4.152 2.531 2.698  -1.63
H 3.073 1.557 5.296  0.46
H 1.381 1.041 5.236  0.36
H 2.508 0.529 3.973  0.09
H 2.512 3.979 5.364  0.45
H 1.328 4.679 4.266  0.46
H 0.823 3.514 5.510  0.39
H 3.936 3.275 3.603  0.46
H 3.420 2.208 2.299  0.22
H 2.860 3.886 2.340  0.37
H 1.786 0.933 1.710  1.03
H 1.756 -1.030 1.313  1.52
H 3.899 -1.957 -2.262  0.76
H 3.072 1.034 -4.196  0.34
H 2.409 0.478 -5.738  0.46
H 1.319 1.005 -4.453  0.29
H 4.389 -1.126 -4.190  0.44
H 3.543 -2.691 -4.252  0.43
H 3.566 -1.637 -5.663  0.44
H 0.078 -1.333 -4.458  0.22
H 1.110 -1.681 -5.851  0.48
H 1.079 -2.789 -4.471  0.33
H 4.797 -3.580 -1.122  0.47
H 5.697 -2.062 -0.894  0.41
H 5.854 -3.376 0.267  0.44
H 2.866 -4.164 0.457  0.39
H 4.058 -4.040 1.757  0.45
H 2.541 -3.144 1.866  0.32
H 5.024 -0.464 1.001  0.34
H 3.816 -0.978 2.192  0.24
H 5.358 -1.825 2.080  0.52
H -0.669 3.611 3.946  0.60
H -2.397 5.163 1.251  0.36
H -3.262 3.868 0.405  0.10
H -4.145 4.973 1.464  0.46
H -2.134 5.141 3.712  0.42
H -3.861 4.876 3.923  0.43
H -2.720 3.774 4.688  0.46
H -4.299 1.929 1.805  0.26
H -3.989 1.865 3.547  0.36
H -5.065 3.098 2.884  0.47
O -2.275 -1.398 0.278  -0.60
C -2.820 -2.514 0.171  0.03
C -3.172 -3.212 -1.014  0.75
C -4.028 -4.322 -0.888  -0.59
C -4.423 -5.005 -2.000  -0.52
C -3.953 -4.647 -3.277  -0.38
C -3.089 -3.599 -3.420  -0.77
C -2.668 -2.834 -2.301  0.18
O -1.817 -1.875 -2.464  -0.51
N -5.354 -6.126 -1.863  1.01
O -5.698 -6.693 -2.882  -0.61
O -5.695 -6.440 -0.738  -0.61
H -3.058 -3.025 1.115  0.37
H -4.387 -4.632 0.085  0.54
H -4.285 -5.227 -4.126  0.52
H -2.703 -3.320 -4.391  0.48
C -4.400 2.545 -2.572  -0.56
O -3.022 2.319 -2.903  -0.46
H -4.831 3.323 -3.202  0.35
H -4.521 2.819 -1.522  0.16
H -4.932 1.616 -2.768  0.26
H -2.551 3.160 -2.881  0.26


A structure of composition C36H48Br13ClF9IN in a non-equilibrium geometry. Source: OMol25; level of theory: ωB97M-V/def2-TZVPD.

Results
orbital gap = 6.238 eV
E_HOMO = -10.77 eV
total charge = +1

Each line ends with the Mulliken charge.
CARTESIAN COORDINATES (ANGSTROEM)
C 1.950 -4.183 0.026  -0.46
C 1.197 -3.289 -0.130  -0.32
N 0.386 -2.227 -0.420  0.86
C -0.913 -2.379 -0.302  0.54
Cl -1.674 -3.757 0.155  0.18
C -1.543 -1.085 -0.626  -1.76
I -2.198 -1.457 -2.676  0.12
C -0.439 -0.003 -0.422  2.71
C -0.406 0.182 1.125  -1.28
C -1.384 1.205 1.718  -0.60
C -2.795 0.656 1.967  -1.13
Br -4.089 1.213 0.624  -0.16
C -0.684 1.239 -1.258  -2.15
C 0.482 2.245 -1.348  -0.09
C 0.740 3.080 -0.105  0.00
C 1.966 3.966 -0.206  -0.37
C 2.205 4.868 0.828  0.02
C 3.318 5.690 0.839  -0.44
C 4.235 5.611 -0.205  -0.59
C 4.008 4.735 -1.255  -0.98
C 2.882 3.913 -1.249  0.01
C 0.776 -0.891 -0.854  0.01
C 2.177 -0.514 -0.368  0.32
C 3.332 -1.172 -1.135  -1.95
C 3.700 -0.511 -2.459  1.15
F 5.054 -0.564 -2.565  -0.36
F 3.374 0.799 -2.533  -0.22
C 3.163 -1.306 -3.707  0.50
F 2.020 -1.976 -3.431  -0.19
F 4.094 -2.237 -3.982  -0.34
C 2.999 -0.453 -4.992  0.53
F 3.019 -1.320 -6.032  -0.30
F 4.040 0.364 -5.168  -0.28
C 1.632 0.310 -5.102  0.58
F 0.737 -0.450 -5.742  -0.28
F 1.816 1.413 -5.820  -0.25
F 1.108 0.605 -3.901  -0.12
H 2.580 -5.009 0.256  0.50
H -2.494 -0.945 -0.127  0.58
H -0.575 -0.753 1.666  0.83
H 0.597 0.496 1.416  -0.34
H -1.003 1.459 2.709  0.53
H -1.432 2.140 1.173  0.39
H -3.183 0.918 2.944  0.57
H -2.754 -0.430 1.940  0.42
H -0.921 0.966 -2.285  0.50
H -1.565 1.768 -0.899  0.73
H 1.357 1.716 -1.714  -0.72
H 0.211 2.945 -2.139  1.14
H 0.876 2.492 0.803  -0.23
H -0.133 3.716 0.059  0.73
H 1.531 4.948 1.685  0.01
H 3.510 6.377 1.651  0.30
H 5.131 6.216 -0.222  0.41
H 4.699 4.678 -2.083  0.44
H 2.763 3.234 -2.083  0.34
H 0.804 -0.723 -1.936  -0.53
H 2.357 0.554 -0.336  -0.54
H 2.265 -0.858 0.665  1.07
H 4.215 -1.087 -0.505  0.50
H 3.202 -2.234 -1.323  0.26
Br -1.947 -7.346 0.988  -0.15
C -3.824 -7.786 1.275  -0.61
C -4.654 -6.555 1.520  -0.34
Br -4.394 -5.853 3.317  -0.13
H -3.854 -8.489 2.100  0.43
H -4.145 -8.283 0.362  0.35
H -5.714 -6.792 1.453  0.38
H -4.422 -5.748 0.832  0.09
Br 3.014 8.065 4.207  -0.10
C 1.277 8.715 3.620  -0.64
C 0.172 7.776 4.019  -0.60
Br 0.121 6.200 2.865  0.01
H 1.337 8.865 2.546  0.38
H 1.150 9.677 4.112  0.39
H -0.798 8.251 3.895  0.34
H 0.271 7.417 5.038  0.36
Br 3.369 1.684 2.172  -0.03
C 3.228 0.779 3.888  -0.76
C 4.484 0.013 4.204  -0.57
Br 4.581 -1.630 3.162  -0.15
H 2.352 0.139 3.841  0.32
H 3.060 1.568 4.618  0.49
H 4.490 -0.302 5.245  0.39
H 5.386 0.577 3.991  0.37
Br 3.237 6.646 8.333  -0.12
C 4.695 5.446 7.868  -0.56
C 5.965 6.199 7.575  -0.56
Br 5.906 7.041 5.823  -0.14
H 4.357 4.854 7.024  0.31
H 4.826 4.803 8.735  0.35
H 6.812 5.517 7.539  0.33
H 6.166 6.986 8.295  0.37
Br -3.467 -5.564 -1.988  -0.07
C -4.346 -4.955 -3.616  -0.32
C -5.842 -4.926 -3.460  -0.69
Br -6.605 -6.712 -3.541  -0.12
H -4.016 -5.614 -4.413  0.39
H -3.961 -3.953 -3.793  0.06
H -6.299 -4.379 -4.282  0.38
H -6.160 -4.492 -2.518  0.38
Br -9.698 -7.963 -8.166  -0.13
C -9.136 -8.076 -6.308  -0.51
C -10.283 -7.833 -5.363  -0.57
Br -10.739 -5.945 -5.256  -0.13
H -8.330 -7.361 -6.179  0.25
H -8.750 -9.085 -6.185  0.35
H -10.008 -8.120 -4.350  0.32
H -11.187 -8.358 -5.654  0.41


A cluster of 8 separate species, C36H48Cl6N4O2 in total in a non-equilibrium geometry. Source: OMol25; level of theory: ωB97M-V/def2-TZVPD.

Results
structure (SMILES) = O=C1c2ccccc2C(=O)c2ccccc21.CCCC#N.CCCC#N.CCCC#N.CCCC#N.ClCCCl.ClCCCl.ClCCCl
orbital gap = 8.842 eV
relative energy (zero: lowest compared OMol25 entry of this formula, charge and spin) = 0.0 kJ/mol
E_HOMO = -10.04 eV

Each line ends with the Mulliken charge.
CARTESIAN COORDINATES (ANGSTROEM)
O -0.579 -3.330 -2.133  -0.42
C -0.057 -3.045 -3.152  0.35
C 0.489 -4.077 -4.081  0.26
C 0.291 -5.436 -3.784  -0.46
C 0.921 -6.393 -4.571  -0.70
C 1.738 -5.992 -5.628  -0.53
C 1.844 -4.651 -5.969  -0.66
C 1.247 -3.704 -5.188  0.23
C 1.320 -2.301 -5.601  0.42
O 1.798 -2.001 -6.626  -0.61
C 0.763 -1.293 -4.681  0.58
C 0.906 0.063 -4.981  -0.80
C 0.365 1.027 -4.122  -0.71
C -0.369 0.640 -2.993  -1.28
C -0.497 -0.703 -2.691  -0.07
C 0.073 -1.665 -3.521  0.38
H -0.357 -5.767 -2.985  0.47
H 0.780 -7.456 -4.395  0.41
H 2.259 -6.709 -6.257  0.38
H 2.388 -4.354 -6.851  0.50
H 1.479 0.366 -5.850  0.49
H 0.553 2.081 -4.305  0.43
H -0.867 1.358 -2.354  0.57
H -1.036 -1.054 -1.808  0.73
C -6.040 1.664 -4.144  -1.39
C -5.154 0.948 -3.146  0.11
C -4.993 1.775 -1.847  -0.55
C -4.097 1.174 -0.893  0.15
N -3.329 0.687 -0.152  -0.38
H -7.094 1.558 -3.861  0.34
H -5.930 1.259 -5.144  0.37
H -5.849 2.742 -4.154  0.33
H -4.138 0.800 -3.535  0.20
H -5.572 -0.032 -2.934  0.21
H -5.976 1.853 -1.336  0.32
H -4.749 2.821 -2.037  0.34
C 1.495 -4.840 1.001  -1.00
C 2.329 -4.456 -0.244  -0.35
C 2.390 -2.959 -0.372  0.85
C 3.204 -2.327 0.679  -0.12
N 3.833 -1.804 1.464  -0.50
H 1.896 -4.362 1.909  0.35
H 1.462 -5.908 1.164  0.39
H 0.468 -4.446 0.924  0.07
H 1.851 -4.886 -1.124  0.03
H 3.328 -4.885 -0.110  0.40
H 1.395 -2.550 -0.158  -0.50
H 2.818 -2.582 -1.301  0.41
C 3.086 2.608 0.224  -0.83
C 4.159 1.590 -0.216  -0.32
C 5.028 1.144 0.978  0.01
C 5.813 2.264 1.529  -0.02
N 6.447 3.122 1.975  -0.48
H 2.419 2.245 1.003  0.06
H 2.492 2.942 -0.630  0.37
H 3.563 3.523 0.603  0.30
H 4.784 2.049 -0.990  0.33
H 3.665 0.719 -0.664  0.12
H 5.770 0.391 0.691  0.37
H 4.395 0.709 1.751  0.11
C -2.336 4.616 7.735  -1.28
C -0.904 4.575 7.185  -0.43
C -0.711 3.705 5.891  0.17
C -1.019 2.278 6.102  0.19
N -1.322 1.190 6.369  -0.53
H -3.098 4.710 6.963  0.32
H -2.443 5.486 8.398  0.38
H -2.571 3.751 8.360  0.33
H -0.195 4.396 7.985  0.40
H -0.689 5.618 6.862  0.15
H 0.318 3.780 5.537  0.04
H -1.356 4.077 5.099  0.33
Cl -3.727 -2.163 -2.317  -0.11
C -3.807 -3.687 -1.401  -0.60
C -3.086 -3.566 -0.082  0.28
Cl -3.567 -4.906 0.982  -0.23
H -3.289 -4.393 -2.044  0.24
H -4.829 -4.005 -1.242  0.45
H -3.357 -2.638 0.421  0.25
H -2.010 -3.581 -0.154  -0.29
Cl -0.503 -1.689 1.647  -0.14
C -0.533 0.122 1.812  -0.50
C 0.437 0.484 2.866  -0.60
Cl 0.389 2.256 3.177  -0.21
H -1.538 0.342 2.121  0.38
H -0.335 0.547 0.839  0.21
H 1.459 0.151 2.725  0.21
H 0.084 0.015 3.789  0.55
Cl 0.340 7.537 4.740  -0.22
C 1.827 6.495 4.586  -0.50
C 1.672 5.594 3.402  -0.42
Cl 3.037 4.429 3.345  -0.15
H 1.953 5.961 5.520  0.32
H 2.650 7.196 4.483  0.41
H 1.699 6.119 2.458  0.39
H 0.736 5.044 3.464  0.15


A cluster of 2 separate species, C36H48N3O2Si in total in a non-equilibrium geometry. Source: OMol25; level of theory: ωB97M-V/def2-TZVPD.

Results
orbital gap = 5.933 eV
E_HOMO = -9.98 eV
total charge = +1

Each line ends with the Mulliken charge.
CARTESIAN COORDINATES (ANGSTROEM)
C 2.930 2.445 4.884  -1.13
Si 1.497 3.459 4.285  0.43
C 0.182 3.569 5.595  -1.14
C 2.001 5.179 3.782  -0.85
O 0.794 2.629 3.004  -0.30
C 0.732 2.915 1.620  1.96
C -0.282 4.068 1.380  0.15
C -1.243 4.393 2.341  -0.31
C -2.075 5.504 2.149  -1.14
C -2.069 6.184 0.932  -0.79
C -1.201 5.773 -0.079  -1.19
C -0.292 4.734 0.154  -0.38
C 2.172 3.112 1.111  0.46
C 2.658 4.340 0.658  -0.24
C 4.000 4.453 0.266  -1.05
C 4.874 3.380 0.430  -0.68
C 4.400 2.177 0.960  -0.92
C 3.052 2.041 1.300  -0.59
C 0.121 1.623 0.951  -1.32
C -1.301 1.299 1.454  -0.62
C -2.271 1.804 0.388  -0.91
C -1.443 1.972 -0.891  -0.97
N -0.047 1.803 -0.494  1.05
C 0.910 1.726 -1.421  0.22
C 0.667 2.114 -2.754  -0.75
C 1.223 1.479 -3.846  -0.61
C 1.109 1.967 -5.197  0.72
C 1.187 1.082 -6.307  -0.55
C 0.947 1.536 -7.600  -0.50
C 0.701 2.898 -7.842  -0.40
C 0.700 3.799 -6.764  -0.61
C 0.888 3.345 -5.459  -0.42
H 3.424 2.978 5.711  0.37
H 2.576 1.474 5.258  0.31
H 3.671 2.265 4.095  0.29
H 0.639 3.968 6.513  0.40
H -0.634 4.240 5.300  0.31
H -0.238 2.577 5.812  0.33
H 2.166 5.756 4.704  0.54
H 2.930 5.187 3.200  0.28
H 1.220 5.686 3.200  0.19
H -1.346 3.796 3.253  0.42
H -2.752 5.803 2.951  0.48
H -2.763 7.010 0.758  0.43
H -1.211 6.257 -1.056  0.46
H 0.417 4.432 -0.619  0.70
H 2.010 5.215 0.605  0.60
H 4.349 5.399 -0.152  0.46
H 5.927 3.480 0.154  0.42
H 5.070 1.331 1.120  0.46
H 2.682 1.098 1.714  0.46
H 0.797 0.775 1.145  1.14
H -1.380 0.204 1.500  0.14
H -1.499 1.690 2.455  0.16
H -3.093 1.101 0.211  0.48
H -2.715 2.763 0.682  0.26
H -1.727 1.233 -1.656  0.72
H -1.601 2.965 -1.335  0.33
H 1.894 1.338 -1.128  0.42
H -0.043 2.936 -2.923  0.40
H 1.730 0.521 -3.694  0.45
H 1.418 0.031 -6.117  0.37
H 0.968 0.834 -8.435  0.38
H 0.535 3.255 -8.860  0.38
H 0.550 4.865 -6.945  0.38
H 0.877 4.043 -4.618  0.41
C -1.019 -2.856 1.184  -1.00
N -1.580 -3.523 0.029  0.25
C -2.423 -4.674 0.325  -1.02
C -1.445 -2.932 -1.187  0.59
C -1.932 -3.745 -2.420  -0.28
C -1.283 -5.134 -2.648  -0.47
C -0.434 -5.014 -3.929  -0.55
C -0.620 -3.551 -4.424  -0.55
N -1.578 -2.988 -3.555  -0.27
O -0.965 -1.807 -1.317  -0.72
H -0.442 -1.985 0.867  0.09
H -1.826 -2.539 1.856  0.37
H -0.367 -3.543 1.738  0.41
H -3.081 -4.920 -0.519  0.34
H -1.817 -5.563 0.565  0.32
H -3.046 -4.438 1.201  0.37
H -3.029 -3.832 -2.290  0.29
H -0.714 -5.483 -1.782  0.33
H -2.114 -5.823 -2.839  0.28
H 0.622 -5.241 -3.747  0.31
H -0.809 -5.695 -4.701  0.24
H 0.343 -3.008 -4.369  0.14
H -0.933 -3.506 -5.478  0.37
H -1.860 -2.025 -3.661  0.20


A structure of composition C36H49BrGeN4O4Se2Si3Tl. Source: OMol25; level of theory: ωB97M-V/def2-TZVPD.

Results
orbital gap (spin up / spin down) = 5.264 / 5.254 eV
E_HOMO (spin up / spin down) = -1.31 / -1.31 eV
multiplicity = 2
total charge = -2

Each line ends with the Mulliken spin population.
CARTESIAN COORDINATES (ANGSTROEM)
Tl -0.930 0.739 -0.659  -0.01
Se -1.300 -1.854 1.823  0.00
C -2.199 -2.405 3.422  -0.01
C -3.353 -3.177 3.280  0.00
C -4.052 -3.618 4.391  0.00
C -3.612 -3.299 5.670  0.00
C -2.465 -2.532 5.817  0.00
C -1.767 -2.090 4.704  0.00
H -3.704 -3.424 2.284  0.00
H -4.948 -4.213 4.257  0.00
H -4.159 -3.641 6.540  0.00
H -2.108 -2.275 6.807  0.00
H -0.871 -1.493 4.821  0.00
Se -5.111 1.321 -2.377  0.22
N -5.752 -0.344 -2.669  0.26
C -4.762 -1.182 -2.351  -0.02
C -4.818 -2.583 -2.392  0.21
C -3.696 -3.303 -1.995  -0.01
C -2.552 -2.638 -1.583  0.13
N -2.435 -1.307 -1.549  0.07
C -3.514 -0.579 -1.904  -0.07
N -3.481 0.748 -1.838  0.19
H -5.726 -3.075 -2.717  0.01
H -3.703 -4.385 -2.001  0.01
H -1.681 -3.196 -1.254  0.02
Br 0.792 -1.673 -8.768  0.00
C 1.131 -0.192 -7.558  0.00
C 2.166 0.621 -7.970  0.00
N 2.448 1.858 -7.462  0.00
C 2.182 2.120 -6.229  0.00
C 0.392 0.742 -5.396  0.00
C 0.185 -0.055 -6.534  0.00
C 0.088 -1.726 -3.166  0.00
O -0.359 -2.421 -3.965  0.00
O 0.594 -1.086 -2.348  0.00
H 2.681 0.369 -8.888  0.00
H 2.272 3.147 -5.887  0.00
H -0.738 -0.606 -6.634  0.00
C -2.059 0.967 -5.110  -0.02
C -0.655 1.253 -4.630  0.01
C 1.860 1.068 -5.214  0.00
C 2.461 1.425 -3.885  0.00
C 3.828 0.820 -3.696  0.00
C 1.902 2.227 -2.955  0.00
C 0.537 2.700 -2.873  0.00
C 0.282 3.883 -1.958  0.00
C -0.526 2.199 -3.588  -0.01
C 2.839 2.775 -1.920  0.00
O 3.675 3.617 -2.172  0.00
O 2.737 2.298 -0.673  0.00
H -2.192 1.285 -6.150  0.00
H -2.795 1.478 -4.489  0.01
H -2.305 -0.098 -5.071  0.00
H 2.394 0.174 -5.564  0.00
H 4.405 0.863 -4.622  0.00
H 3.723 -0.236 -3.426  0.00
H 4.409 1.307 -2.914  0.00
H 0.958 4.714 -2.182  0.00
H 0.417 3.641 -0.898  0.00
H -0.738 4.246 -2.085  0.00
H -1.471 2.679 -3.339  0.00
C 2.968 -2.714 2.320  0.00
Si 1.898 -1.857 3.636  0.00
C 1.174 -3.288 4.649  0.00
C 3.131 -1.025 4.823  0.00
Ge 0.600 -0.324 2.272  0.00
Si -0.482 1.301 3.733  0.00
C 0.336 1.561 5.429  0.00
C -0.276 2.990 2.858  0.00
C -2.343 1.212 4.075  0.00
Si 3.884 2.935 0.420  0.00
C 5.624 2.621 -0.191  0.00
C 3.636 1.989 2.001  0.00
C 3.554 4.747 0.737  0.00
H 3.609 -3.496 2.735  0.00
H 3.598 -1.983 1.810  0.00
H 2.326 -3.165 1.561  0.00
H 1.953 -4.041 4.798  0.00
H 0.333 -3.759 4.141  0.00
H 0.824 -2.961 5.630  0.00
H 3.699 -1.788 5.360  0.00
H 2.627 -0.398 5.559  0.00
H 3.838 -0.393 4.284  0.00
H 1.412 1.707 5.328  0.00
H 0.181 0.702 6.085  0.00
H -0.084 2.443 5.920  0.00
H 0.697 3.438 3.072  0.00
H -1.043 3.698 3.183  0.00
H -0.352 2.890 1.773  0.00
H -2.600 0.467 4.824  0.00
H -2.898 0.963 3.169  0.00
H -2.683 2.190 4.427  0.00
H 6.311 2.552 0.654  0.00
H 5.962 3.406 -0.864  0.00
H 5.668 1.674 -0.730  0.00
H 3.980 0.959 1.908  0.00
H 2.589 1.959 2.290  0.00
H 4.200 2.467 2.804  0.00
H 2.498 4.907 0.954  0.00
H 3.821 5.351 -0.129  0.00
H 4.127 5.088 1.600  0.00